[1]
ORCA calculation (ωB97M-V with the def2-TZVPD basis set) on C6H13NO as an isolated structure.

Positions of all 21 atoms, in Å:
O: 1.95638 -0.08427 0.51092
N: -1.22857 -1.72536 1.44153
C: -0.80515 -0.11411 -0.46892
C: -0.26331 -1.18137 0.58192
C: 1.14755 -0.97501 1.08336
C: 0.65241 2.17827 -0.26001
C: -0.69406 1.30632 0.02888
C: -0.02507 -0.44594 -1.70613
H: -0.97279 -1.48796 2.43529
H: -1.56975 1.82756 -0.47836
H: 1.08399 -0.67807 -1.49014
H: -1.26835 -2.76918 1.36321
H: 0.58706 3.18743 0.16011
H: 0.83610 -1.70349 0.14105
H: -0.86858 1.12694 1.08702
H: 1.50812 1.63394 0.17501
H: 0.94159 2.36422 -1.33107
H: -1.90742 -0.14561 -0.58417
H: -0.03076 0.47118 -2.49957
H: 1.45813 -1.48598 1.99659
H: -0.53753 -1.29949 -2.18653

Cartesian forces, eV/Å:
-2.01 -4.11 2.56
0.80 -2.14 1.61
1.33 -1.33 0.19
1.69 2.92 0.29
1.17 5.93 -1.19
-0.35 -0.70 0.00
0.97 1.97 -1.11
0.76 1.51 -3.03
-0.42 -0.63 -1.27
1.00 -0.26 1.06
-1.85 0.50 -0.45
-0.39 1.31 0.19
-0.31 -0.23 0.20
-2.00 -2.37 -1.46
-0.13 1.21 0.38
-0.66 0.81 -0.22
-0.83 -0.57 0.71
0.69 -1.32 -0.05
0.00 -2.19 1.78
-0.06 -0.56 -0.12
0.61 0.24 -0.08

- Orbital gap: 9.25 eV
- Energy: -9965.9367 eV
- Highest occupied orbital energy: -8.86 eV


[2]
ORCA calculation (ωB97M-V with the def2-TZVPD basis set) on one molecule with the formula C3H4O2.

Positions of all 9 atoms, in Å:
O: 2.28924 0.57418 -0.00108
O: -1.03570 -0.50640 0.79887
C: -1.07565 -0.14730 -0.56769
C: 1.34010 -0.10054 0.31702
C: -0.06389 0.41608 0.33842
H: -1.91612 0.48141 -0.86199
H: 1.43458 -1.15784 0.63525
H: -0.17092 1.44932 0.66443
H: -0.81691 -0.93647 -1.27223

Cartesian forces, eV/Å:
-0.48 -0.34 0.22
-0.13 -0.01 0.22
-0.12 -0.06 -0.25
0.33 0.29 -0.19
0.13 0.21 -0.04
0.18 -0.08 0.05
0.06 0.00 -0.12
-0.02 -0.11 -0.02
0.06 0.09 0.14

- Orbital gap: 10.96 eV
- SMILES string: O=C[C@H]1CO1
- Energy: -7268.9037 eV
- Highest occupied orbital energy: -10.25 eV


[3]
ORCA calculation (ωB97M-V with the def2-TZVPD basis set) on one molecule with the formula C18H15N3O3.

Positions of all 39 atoms, in Å:
O: 2.08384 -1.53248 -0.93732
O: 3.97703 0.23389 -0.58135
O: 2.67747 -2.70909 0.91807
N: -2.40593 -1.75155 0.56118
N: 0.69349 -1.63473 -1.05935
N: 0.11054 -2.00174 1.23739
C: -1.03767 2.61972 -0.22739
C: 2.38448 1.77168 -1.38273
C: 0.28201 2.12756 -0.25082
C: -1.41231 1.56889 1.89917
C: -4.14565 -0.88105 -0.81162
C: -0.11111 -1.76316 -0.06878
C: 1.15992 2.36674 -1.33003
C: -1.89861 -0.91355 -1.61756
C: -0.13250 1.08978 1.91305
C: -1.87185 2.33538 0.81791
C: 4.14622 -1.01908 0.03411
C: 0.74000 1.33513 0.83257
C: 2.80453 0.90987 -0.34678
C: 2.87164 -1.87227 0.06551
C: -3.23257 -0.60843 -1.81994
C: -1.53060 -1.48766 -0.40427
C: -3.67611 -1.45619 0.35889
C: 2.02364 0.75590 0.77159
H: 4.91741 -1.53445 -0.54667
H: -1.13898 -0.71592 -2.35409
H: -2.08100 1.35829 2.72100
H: -1.38274 3.21715 -1.05944
H: 0.22251 0.49628 2.74306
H: 4.49756 -0.92734 1.07166
H: -2.88837 2.70125 0.82110
H: 2.33878 0.13050 1.59519
H: 0.96895 -2.45733 1.52549
H: -3.55722 -0.15808 -2.74655
H: -4.34376 -1.69173 1.17765
H: 0.82859 3.00164 -2.13901
H: 3.04460 1.90422 -2.22498
H: -0.73293 -2.15591 1.77243
H: -5.19333 -0.65213 -0.92840

Cartesian forces, eV/Å:
0.25 -0.06 -0.11
-0.14 0.25 -0.11
0.21 0.08 -0.31
0.38 -0.12 0.08
-0.61 -0.02 -1.04
0.07 -0.15 0.36
-0.17 0.05 0.07
0.02 -0.01 -0.03
0.05 -0.17 0.31
0.16 -0.11 0.16
0.11 -0.01 -0.03
0.81 -0.14 0.78
0.22 -0.10 -0.07
0.00 -0.08 0.14
-0.15 0.06 0.14
-0.08 0.16 -0.24
0.00 -0.12 0.14
-0.12 0.24 -0.29
-0.23 0.14 0.38
0.18 -0.25 0.67
0.01 -0.07 0.12
-0.57 0.16 -0.34
-0.37 0.07 -0.06
0.55 -0.04 -0.16
-0.11 0.00 0.13
0.06 0.05 -0.09
-0.03 -0.03 0.09
-0.05 0.06 -0.08
0.02 -0.06 0.06
-0.13 -0.06 -0.18
-0.07 0.05 -0.03
0.05 -0.08 0.07
-0.16 0.10 -0.19
0.00 0.03 -0.07
-0.13 0.03 0.00
-0.01 0.06 -0.10
0.05 0.02 -0.13
0.02 0.04 -0.06
-0.09 0.01 0.01

- Orbital gap: 8.53 eV
- SMILES string: N/C(=N\OC(=O)COc1ccc2ccccc2c1)c1ccccn1
- Energy: -29520.8751 eV
- Highest occupied orbital energy: -8.05 eV


[4]
ORCA calculation (ωB97M-V with the def2-TZVPD basis set) on ClH10NO3Zn as an isolated structure.

Positions of all 16 atoms, in Å:
Zn: -17.79270 -0.55956 0.63235
Cl: -19.74173 2.60503 0.88399
O: -17.25300 3.03107 5.13764
O: -22.42566 2.63683 -2.96976
O: -22.09894 6.67183 1.24300
N: -16.06899 5.79756 -0.65090
H: -16.24451 6.72964 -0.30371
H: -17.27745 2.89827 4.19002
H: -21.77405 2.67127 -2.26945
H: -17.49421 3.94957 5.25757
H: -22.73055 1.72947 -2.96947
H: -22.99022 6.33313 1.32744
H: -16.92615 5.26418 -0.62116
H: -15.40739 5.20289 -0.17264
H: -21.54086 5.89651 1.30338
H: -15.77589 5.91513 -1.61026

Cartesian forces, eV/Å:
-0.85 1.01 0.17
0.85 -1.28 -0.13
0.09 -0.25 -0.06
0.12 0.19 -0.07
0.31 0.14 -0.12
-0.44 -0.51 -0.58
0.26 0.41 0.86
-0.03 -0.01 -0.15
0.10 0.06 0.18
-0.09 0.28 0.22
-0.24 -0.26 -0.10
-0.38 0.01 0.03
-0.76 0.01 -0.27
0.80 0.49 0.61
0.05 -0.16 0.10
0.19 -0.13 -0.71

- Orbital gap: 2.43 eV
- Total charge: +2
- Energy: -68712.3007 eV
- Highest occupied orbital energy: -15.84 eV


[5]
ORCA calculation (ωB97M-V with the def2-TZVPD basis set) on C24H31BBr2FNO7SSb as an isolated structure.

Positions of all 69 atoms, in Å:
Sb: 1.61527 0.37611 -0.80470
Br: 4.13828 2.99889 -1.72845
Br: 1.43005 2.68071 1.94421
S: 4.14097 -0.47664 -1.20778
F: 4.67159 -0.12235 -2.70379
O: -0.54406 -4.28306 -3.94052
O: -3.28067 -0.36339 -0.93186
O: 5.07374 0.15490 -0.29904
O: 1.81422 0.87992 -3.96787
O: -1.25659 -5.05353 -1.95272
O: 4.15992 -1.92956 -1.20199
O: 1.01827 2.79851 -2.76952
N: -3.55388 1.93491 -0.86657
C: 0.97520 -1.48599 -1.83583
C: -1.39469 0.94622 -1.63037
C: -1.15390 -2.85121 3.00035
C: -1.28048 -2.66017 -2.32414
C: -0.08201 -0.77722 2.44913
C: -3.50889 2.26708 0.53703
C: -0.25024 -2.21844 -1.25508
C: -4.29993 1.59984 1.46347
C: -3.37568 2.94270 3.22719
C: 3.20978 3.19637 -0.07417
C: 0.92953 -1.43764 1.74707
C: -1.11603 -1.46592 3.06737
C: -2.64777 3.26545 0.96253
C: -2.79710 0.72406 -1.13864
C: 2.03144 -0.68018 1.08322
C: -0.46801 0.94742 -0.38541
C: -4.23360 1.93955 2.80209
C: 2.30410 2.28874 0.26612
C: 0.91574 -2.84533 1.72381
C: -0.13171 -3.52370 2.34198
C: -2.57562 3.59686 2.30260
C: 3.63239 4.42562 0.68132
C: -0.97059 -4.02961 -2.84916
C: 2.02074 -3.63998 1.07993
B: 1.49260 1.49896 -2.78437
H: -0.77385 -1.68481 -0.46726
H: 2.98951 -3.33438 1.47922
H: -0.14667 -4.60723 2.31502
H: -1.96351 -3.39631 3.46759
H: -4.84816 1.42171 3.52545
H: -1.36506 1.92058 -2.10799
H: -0.06061 0.30305 2.49524
H: -2.02675 3.78905 0.24971
H: 2.78428 5.10252 0.78619
H: 2.09442 -3.49434 0.00266
H: 4.44884 4.92808 0.17501
H: -1.88860 -0.91689 3.59026
H: 2.82584 -1.37997 0.83322
H: 0.45080 2.97202 -3.53018
H: -3.33025 3.20881 4.27433
H: -2.27976 -2.65875 -1.89162
H: 0.10615 -3.13665 -0.78377
H: -1.18170 0.13506 -2.32717
H: 3.96077 4.14358 1.68179
H: -4.96006 0.80532 1.14491
H: -0.92473 0.30013 0.35923
H: 1.20864 1.09139 -4.68742
H: -1.28024 -1.98390 -3.17773
H: -0.55717 -5.11665 -1.29327
H: 0.75997 -1.22405 -2.87387
H: -1.90324 4.37583 2.63347
H: 2.49587 0.02816 1.76797
H: 1.91015 -4.69601 1.32300
H: 1.81575 -2.17602 -1.89867
H: -4.51287 1.70430 -1.10782
H: -0.50015 1.95749 0.01510

Cartesian forces, eV/Å:
-1.60 0.10 0.03
0.05 -0.05 -0.15
-0.06 0.00 0.13
0.28 -0.44 0.53
0.23 0.12 -0.22
-0.26 0.02 0.25
-0.04 0.18 -0.36
0.20 0.03 -0.19
-0.67 -0.47 0.29
0.10 -0.14 -0.19
0.07 -0.06 -0.10
-0.76 -0.59 0.21
-0.21 -0.16 -0.09
-0.31 -0.33 -0.04
-0.23 -0.10 0.45
0.09 0.10 -0.04
-0.02 0.18 -0.06
-0.05 -0.10 -0.02
0.07 0.17 -0.13
0.16 -0.45 -0.23
-0.08 -0.08 -0.02
0.03 -0.04 0.01
-0.07 0.12 0.15
-0.06 -0.08 0.06
0.10 -0.02 -0.10
0.11 0.13 0.00
0.07 -0.08 0.12
0.51 -0.32 0.32
-0.35 0.17 -0.34
0.02 0.12 0.20
0.40 0.10 -0.24
-0.12 -0.01 0.03
-0.12 0.10 0.07
-0.06 0.05 0.25
-0.06 -0.18 0.02
0.18 -0.03 -0.21
0.19 0.11 0.31
1.04 0.69 -0.14
-0.04 0.18 -0.03
0.05 0.01 -0.03
0.03 -0.04 -0.02
0.00 -0.06 0.00
-0.06 -0.06 -0.01
0.15 -0.08 -0.25
0.03 0.06 0.01
-0.02 -0.05 -0.14
0.02 0.10 0.02
-0.03 -0.05 -0.06
0.01 0.10 -0.03
-0.03 0.01 0.01
0.01 0.07 -0.21
0.26 0.33 -0.16
0.03 0.01 0.04
-0.04 -0.10 0.04
-0.06 0.10 0.29
0.20 0.02 -0.08
-0.01 0.03 0.06
0.01 -0.05 -0.12
0.23 -0.12 0.14
0.29 0.20 -0.24
0.02 0.09 0.01
-0.05 0.11 0.13
0.08 0.24 -0.01
0.08 0.02 -0.04
-0.20 0.25 -0.06
-0.09 -0.08 -0.19
0.18 0.13 0.09
-0.05 -0.09 0.17
0.25 -0.03 0.15

- Orbital gap: 6.93 eV
- Total charge: -1
- Energy: -202067.1527 eV
- Highest occupied orbital energy: -4.83 eV


[6]
ORCA calculation (ωB97M-V with the def2-TZVPD basis set) on a 2-piece molecular cluster, C2H5OP overall.

Positions of all 9 atoms, in Å:
P: 1.63773 0.40675 -0.00913
O: -2.83830 0.04910 -0.05618
C: -1.62225 0.18825 0.16526
C: 0.48744 -0.86782 -0.01476
H: 1.49166 0.91182 -1.32553
H: 0.30861 -1.57117 0.92313
H: 0.73824 -1.62421 -0.86838
H: 0.94135 1.50080 0.58731
H: -1.14448 1.00648 0.59828

Cartesian forces, eV/Å:
1.42 1.59 0.24
5.99 0.28 0.92
-4.29 -3.28 -2.25
-3.52 -3.84 0.42
-0.10 -0.16 0.06
0.68 1.94 -1.73
-0.92 1.55 1.22
-0.11 -0.20 0.08
0.84 2.13 1.03

- Orbital gap (alpha / beta): 8.25 / 8.25 eV
- Energy: -13486.7547 eV
- Highest occupied orbital energy (alpha / beta): -8.14 / -8.15 eV